one | {"formula": "C9H13NO2", "method": "the ωB97M-V functional and the def2-TZVPD basis", "lumo_ev": 0.64, "smiles": "Cc1ccc(O)cc1.CC(N)=O", "homo_ev": -8.59, "symbols": ["C", "C", "C", "C", "C", "O", "C", "C", "H", "H", "H", "H", "H", "H", "H", "H", "C", "C", "N", "O", "H", "H", "H", "H", "H"], "coordinates": [[-2.27296, 3.13887, 2.70226], [-1.48595, 2.24451, 1.72947], [-0.25933, 1.67720, 2.15616], [0.39443, 0.88623, 1.25047], [-0.04789, 0.84038, -0.02967], [0.86308, 0.61316, -1.00951], [-1.24257, 1.19469, -0.42660], [-1.97571, 1.86188, 0.49439], [-2.58360, 3.89065, 1.98905], [-1.64895, 3.43020, 3.51044], [-3.12901, 2.67782, 2.96087], [0.20803, 1.85984, 3.21080], [1.33356, 0.37298, 1.42245], [1.67047, 0.31385, -0.60520], [-1.53073, 1.05591, -1.44314], [-2.95502, 2.16432, 0.15938], [2.67282, -2.64491, -2.03219], [1.30640, -3.00267, -1.49209], [0.24981, -2.16239, -1.87419], [1.04525, -3.95351, -0.76262], [2.76554, -1.60765, -2.58042], [3.07977, -3.32768, -2.79748], [3.48823, -2.63192, -1.21028], [-0.67173, -2.31519, -1.48439], [0.42249, -1.20071, -1.94879]], "mulliken_charge": [-1.398, 0.544, -0.584, -0.686, 1.044, -0.560, -0.615, -0.371, 0.354, 0.351, 0.385, 0.190, 0.301, 0.214, 0.440, 0.351, -0.806, 0.614, -0.459, -0.613, 0.230, 0.294, 0.247, 0.263, 0.270]}

two | {"formula": "C9H13NO2", "method": "the ωB97M-V functional and the def2-TZVPD basis", "lumo_ev": 0.68, "smiles": "Cc1ccc(O)cc1.CC(N)=O", "homo_ev": -8.71, "symbols": ["C", "C", "C", "C", "C", "O", "C", "C", "H", "H", "H", "H", "H", "H", "H", "H", "C", "C", "N", "O", "H", "H", "H", "H", "H"], "coordinates": [[4.28619, 0.00683, 0.75195], [2.93957, -0.53434, 0.34269], [2.02215, 0.26193, -0.32032], [0.77196, -0.23612, -0.67900], [0.54087, -1.58979, -0.54911], [-0.68357, -2.09400, -0.98726], [1.39882, -2.42898, 0.15768], [2.67780, -1.92012, 0.41303], [4.76702, -0.52696, 1.56396], [4.08416, 1.05943, 0.96739], [4.97118, 0.01349, -0.10123], [2.26473, 1.30779, -0.47972], [0.00226, 0.30490, -1.20585], [-0.49525, -2.85988, -1.51241], [1.21476, -3.48267, 0.31300], [3.49577, -2.53812, 0.75936], [-2.62817, 1.84567, -1.04954], [-3.25085, 2.06596, 0.30543], [-3.78751, 0.94203, 0.85534], [-3.21714, 3.13910, 0.85700], [-2.98852, 2.38274, -1.93649], [-2.62179, 0.84171, -1.47662], [-1.63823, 2.31128, -0.99365], [-3.88645, 0.94412, 1.85448], [-3.97112, 0.14724, 0.27840]], "mulliken_charge": [-1.370, 0.759, -0.584, -0.116, 0.246, -0.534, -0.470, -0.700, 0.398, 0.359, 0.284, 0.323, 0.322, 0.338, 0.380, 0.356, -0.910, 0.612, -0.399, -0.595, 0.390, 0.269, 0.207, 0.221, 0.214]}

Which structure loses on stability? one does.

one | {"formula": "CHF2NO2S", "method": "the ωB97M-V functional and the def2-TZVPD basis", "lumo_ev": [-2.26, -2.38], "homo_ev": [-10.81, -10.85], "symbols": ["C", "N", "O", "O", "F", "F", "S", "H"], "coordinates": [[1.12375, -0.68677, -0.37463], [-1.50304, -0.48908, 0.41472], [2.23239, -0.68675, -0.06676], [-0.44048, 2.45594, -0.69032], [0.68207, -1.54552, -1.17970], [0.58113, 0.79194, 1.67940], [-0.26728, 0.37744, 0.19553], [-2.40853, -0.21720, 0.02175]], "mulliken_charge": [0.645, -0.498, -0.327, -0.295, -0.158, -0.289, 0.607, 0.314]}

two | {"formula": "CHF2NO2S", "method": "the ωB97M-V functional and the def2-TZVPD basis", "lumo_ev": [-2.29, -2.29], "homo_ev": [-10.65, -10.65], "symbols": ["C", "N", "O", "O", "F", "F", "S", "H"], "coordinates": [[2.38678, -0.76220, 0.11734], [-0.38373, 0.83975, 0.51729], [1.63687, -1.35932, -0.52038], [2.21821, 0.35966, 0.83865], [3.68635, -1.09400, 0.31378], [1.88059, 2.17083, -1.38574], [0.94521, 1.39880, 0.69003], [-0.87137, -0.04972, 0.58351]], "mulliken_charge": [0.679, -0.233, -0.342, -0.234, -0.199, -0.630, 0.638, 0.321]}

Which structure loses on stability? one does.

one | {"formula": "CH13NO6", "method": "the ωB97M-V functional and the def2-TZVPD basis", "lumo_ev": 0.60, "smiles": "NC=O.O.O.O.O.O", "homo_ev": -10.73, "symbols": ["N", "C", "O", "H", "H", "H", "O", "H", "H", "O", "H", "H", "O", "H", "H", "O", "H", "H", "O", "H", "H"], "coordinates": [[0.20228, -0.19705, -2.08211], [0.13069, 0.85420, -1.27191], [-0.90008, 1.37975, -0.83469], [1.11469, -0.64808, -2.08288], [-0.55639, -0.81465, -2.29014], [1.09079, 1.25523, -0.95235], [0.06731, 2.50594, 1.46428], [-0.30885, 2.46146, 0.56452], [-0.68803, 2.60454, 2.04907], [2.75383, -1.06959, -0.87101], [2.41229, -0.71484, -0.02275], [3.49542, -1.64033, -0.66386], [-2.59266, -0.74371, -0.36081], [-1.94893, -0.01653, -0.53944], [-3.06878, -0.88533, -1.18385], [-0.92444, -1.72639, 1.69226], [-1.64401, -1.50077, 1.07354], [-1.23183, -1.27449, 2.48926], [1.16483, -0.06129, 1.06283], [0.97315, 0.85212, 1.33683], [0.45870, -0.62021, 1.42319]], "mulliken_charge": [-0.345, 0.219, -0.769, 0.273, 0.248, 0.409, -0.709, 0.375, 0.300, -0.662, 0.383, 0.297, -0.730, 0.414, 0.299, -0.719, 0.373, 0.333, -0.696, 0.326, 0.381]}

two | {"formula": "CH13NO6", "method": "the ωB97M-V functional and the def2-TZVPD basis", "lumo_ev": 0.38, "smiles": "NC=O.O.O.O.O.O", "homo_ev": -10.43, "symbols": ["N", "C", "O", "H", "H", "H", "O", "H", "H", "O", "H", "H", "O", "H", "H", "O", "H", "H", "O", "H", "H"], "coordinates": [[0.86271, -2.35246, 0.32901], [0.85271, -2.69451, -1.00060], [0.08946, -2.19239, -1.78791], [1.07929, -3.03878, 1.04483], [0.19519, -1.67748, 0.68096], [1.69502, -3.36018, -1.23689], [1.35719, -1.09585, 3.31397], [0.84683, -1.07616, 2.50023], [2.00772, -0.40683, 3.11040], [-0.80576, 3.66412, 0.00654], [-0.89531, 4.30472, 0.72255], [-1.36653, 2.95369, 0.34718], [-1.51134, 0.61420, -2.39922], [-1.42242, -0.30647, -2.69527], [-1.40520, 1.20830, -3.14705], [-3.39763, 1.58016, -0.45657], [-2.53950, 1.99830, -0.47251], [-3.55605, 1.18158, -1.31341], [2.72302, 1.02341, 1.53577], [3.23589, 0.91099, 0.72399], [3.09134, 1.86884, 1.84159]], "mulliken_charge": [-0.323, 0.060, -0.508, 0.218, 0.229, 0.311, -0.639, 0.307, 0.342, -0.605, 0.310, 0.325, -0.624, 0.331, 0.304, -0.595, 0.236, 0.326, -0.623, 0.310, 0.307]}

Which structure loses on stability? two does.

one | {"formula": "C4H5NO", "method": "the ωB97M-V functional and the def2-TZVPD basis", "lumo_ev": 0.88, "smiles": "C[C@H]1O[C@H]1C#N", "homo_ev": -9.43, "symbols": ["C", "C", "O", "C", "C", "N", "H", "H", "H", "H", "H"], "coordinates": [[-1.19540, -0.51361, -0.28444], [-0.28793, 0.55470, 0.17948], [0.43789, 0.30816, 1.30926], [1.37652, 0.53768, 0.27193], [1.55276, -0.51659, -0.66207], [1.25116, -1.35014, -1.41441], [-1.73559, 0.03324, 0.61820], [-1.70294, -0.37478, -1.25670], [-1.03686, -1.57096, -0.03065], [-0.66339, 1.53374, -0.09600], [2.04859, 1.40418, 0.36085]], "mulliken_charge": [-0.987, 0.092, -0.356, -0.268, 0.410, -0.520, 0.219, 0.286, 0.351, 0.399, 0.374]}

two | {"formula": "C4H5NO", "method": "the ωB97M-V functional and the def2-TZVPD basis", "lumo_ev": -0.01, "homo_ev": -7.65, "symbols": ["C", "C", "C", "C", "N", "O", "H", "H", "H", "H", "H"], "coordinates": [[1.03607, -1.50817, 0.08353], [1.22512, -0.24876, 0.23674], [-0.86737, 0.82272, 0.09400], [-1.52353, -0.35426, 0.12152], [0.51183, 0.88046, 0.19185], [-2.77767, -0.36159, 0.12142], [-1.20985, -1.23258, 0.59679], [2.21950, -0.13614, 0.54274], [-1.48944, 1.68323, -0.12440], [0.95792, 1.73094, 0.53291], [-3.07073, 0.40814, -0.25865]], "mulliken_charge": [-0.539, 0.090, -0.307, -0.198, -0.113, -0.386, 0.404, 0.330, 0.200, 0.255, 0.264]}

Which structure loses on stability? two does.

one | {"formula": "C4H5NO", "method": "the ωB97M-V functional and the def2-TZVPD basis", "lumo_ev": 0.30, "homo_ev": -8.58, "symbols": ["N", "C", "C", "C", "C", "O", "H", "H", "H", "H", "H"], "coordinates": [[1.76737, -0.27053, 0.00095], [0.74250, 0.07958, 0.77561], [-0.20850, 1.10987, 0.42848], [-1.16062, 0.37969, -0.22312], [-0.76851, -1.00732, -0.13730], [0.06281, -1.08431, 0.99115], [0.76372, -0.83685, -0.80602], [2.19449, 0.54546, -0.43882], [-0.02435, 2.17427, 0.39027], [-1.97124, 0.75806, -0.83401], [-1.45134, -1.84338, -0.25635]], "mulliken_charge": [-0.578, 0.736, -0.667, -0.192, -0.730, -0.290, 0.360, 0.258, 0.396, 0.396, 0.311]}

two | {"formula": "C4H5NO", "method": "the ωB97M-V functional and the def2-TZVPD basis", "lumo_ev": 0.93, "smiles": "[H]/N=C/OCC#C", "homo_ev": -10.16, "symbols": ["H", "N", "C", "O", "C", "C", "C", "H", "H", "H", "H"], "coordinates": [[0.05236, 0.94250, 3.11828], [-0.01759, 0.84099, 2.10942], [-0.07341, -0.38590, 1.80583], [-0.16302, -0.82801, 0.55084], [-0.19436, 0.17743, -0.44570], [-0.30350, -0.43701, -1.75474], [-0.44898, -0.47504, -2.94819], [-0.05772, -1.25618, 2.46349], [0.70080, 0.80720, -0.41160], [-1.04783, 0.84672, -0.30142], [-0.49655, -0.62408, -3.99539]], "mulliken_charge": [0.229, -0.593, 0.084, -0.280, -0.249, -0.712, 0.114, 0.357, 0.300, 0.307, 0.442]}

three | {"formula": "C4H5NO", "method": "the ωB97M-V functional and the def2-TZVPD basis", "lumo_ev": 0.86, "smiles": "C#CCNC=O", "homo_ev": -10.04, "symbols": ["C", "C", "C", "N", "C", "O", "H", "H", "H", "H", "H"], "coordinates": [[1.45615, -2.11786, -0.43737], [1.08155, -0.97376, -0.41285], [0.63220, 0.42358, -0.34387], [-0.38082, 0.62425, 0.68080], [-1.66193, 0.94535, 0.35337], [-2.05340, 1.20999, -0.76526], [1.77184, -3.13962, -0.47036], [0.17616, 0.73258, -1.29098], [1.49502, 1.07772, -0.16482], [-0.18698, 0.29731, 1.61698], [-2.32980, 0.92046, 1.23436]], "mulliken_charge": [0.194, -0.376, -0.718, -0.170, 0.074, -0.552, 0.393, 0.310, 0.277, 0.245, 0.322]}

four | {"formula": "C4H5NO", "method": "the ωB97M-V functional and the def2-TZVPD basis", "lumo_ev": 0.95, "homo_ev": -9.36, "symbols": ["C", "C", "C", "O", "C", "N", "H", "H", "H", "H", "H"], "coordinates": [[-1.16103, -0.70742, 0.74362], [-0.18555, 0.42998, 0.92260], [1.33267, 0.30218, -1.41450], [0.90884, -0.61421, -2.05467], [0.10323, 1.19863, -0.09878], [0.56977, 1.53575, -1.19656], [-2.16827, -0.43795, 1.07075], [-1.20588, -1.01660, -0.30753], [-0.82395, -1.56772, 1.32944], [0.35340, 0.58411, 1.85001], [2.27676, 0.29325, -0.84437]], "mulliken_charge": [-0.841, -0.302, 0.178, -0.437, 0.312, -0.504, 0.269, 0.286, 0.287, 0.367, 0.384]}

Which structure loses on stability? one does.

one | {"formula": "C4H5NO", "method": "the ωB97M-V functional and the def2-TZVPD basis", "lumo_ev": 0.99, "homo_ev": -9.76, "symbols": ["C", "C", "C", "O", "C", "N", "H", "H", "H", "H", "H"], "coordinates": [[0.74761, -1.54134, 0.27137], [0.22223, -0.21142, -0.12584], [-0.60537, 0.85746, 0.57997], [-1.72111, 1.09569, -0.32066], [-0.45729, 1.53055, -0.72110], [0.30243, 0.36210, -1.27298], [1.58678, -1.80538, -0.37608], [-0.04008, -2.29128, 0.14448], [1.06827, -1.56625, 1.31713], [-0.77853, 1.04331, 1.63981], [-0.32493, 2.52655, -1.13610]], "mulliken_charge": [-1.027, 0.526, -0.165, -0.406, 0.038, -0.637, 0.304, 0.262, 0.318, 0.388, 0.398]}

two | {"formula": "C4H5NO", "method": "the ωB97M-V functional and the def2-TZVPD basis", "lumo_ev": 0.98, "smiles": "Cc1cnco1", "homo_ev": -9.35, "symbols": ["C", "C", "C", "N", "C", "O", "H", "H", "H", "H", "H"], "coordinates": [[1.58007, -0.03574, 0.06308], [0.13605, 0.05789, -0.23197], [-0.62828, 1.07900, -0.13043], [-2.03224, 0.57354, 0.03805], [-1.80705, -0.69623, -0.04177], [-0.42793, -1.06972, -0.08164], [2.41282, 0.04114, -0.80332], [2.01271, 0.64215, 0.74971], [1.65680, -1.16551, 0.29652], [-0.47924, 2.10844, 0.03338], [-2.42371, -1.53497, 0.10841]], "mulliken_charge": [-0.981, 0.645, -0.371, -0.466, -0.052, -0.345, 0.220, 0.295, 0.256, 0.407, 0.391]}

Which structure loses on stability? one does.